This record from the Open Molecules 2025 dataset describes CH4IN3O2 as an isolated structure. The level of theory is wB97M-V/def2-TZVPD.

Last column: Mulliken charge in e.
Cartesian coordinates (Å):
I: -2.140 -0.655 -1.678  0.1420
O: 0.791 0.272 -0.851  -0.2038
O: 0.532 0.309 1.458  -0.4546
N: -1.164 -1.001 0.099  -0.3182
N: 2.169 0.898 -0.965  -0.4566
N: -1.948 -0.681 1.148  -0.4394
C: 0.238 -0.006 0.338  0.6689
H: -1.593 -1.267 1.918  0.2738
H: 1.981 1.510 -1.766  0.2669
H: 3.012 0.377 -1.253  0.2620
H: -1.878 0.245 1.553  0.2590

Output
Net charge   0
Frontier orbital gap   8.888 eV
E_LUMO   -0.130 eV
ΔE to the lowest compared entry with this formula, charge and spin   34.5 kcal/mol
Max |F|   4.88 eV/A

=====

This record from the Open Molecules 2025 dataset describes a 2-piece molecular cluster, C12H21NO4 overall. The level of theory is wB97M-V/def2-TZVPD.

Last column: Mulliken charge in e.
Cartesian coordinates (Å):
O: 6.103 -1.323 -0.921  -0.3279
O: -0.232 -1.760 1.934  -0.5838
O: 5.993 0.711 -1.896  -0.5298
O: 4.317 -0.029 -0.576  -0.3683
N: -1.984 -0.837 0.812  -0.3665
C: -1.828 0.194 -0.216  -0.2440
C: -2.962 1.146 -0.472  0.3501
C: -0.120 -1.334 -0.459  -0.4373
C: -1.230 -0.627 -1.325  -0.8330
C: 3.986 -1.326 -0.038  0.6086
C: 5.361 -1.921 0.150  -0.5485
C: 3.145 -1.203 1.223  -1.2585
C: -3.301 3.547 0.298  -1.4241
C: -0.726 -1.382 0.944  0.3469
C: -4.305 0.437 -0.641  -1.6523
C: -3.098 2.104 0.748  -0.6075
C: 5.518 -0.128 -1.203  0.5977
H: 2.863 -0.168 1.408  0.3105
H: -1.861 -1.463 -1.587  0.3896
H: 5.825 -1.630 1.095  0.3409
H: -2.465 3.846 -0.319  0.3592
H: -0.999 0.814 0.159  0.2819
H: 3.669 -1.579 2.103  0.4250
H: 0.220 -2.290 -0.833  0.4591
H: 3.433 -1.865 -0.811  0.2900
H: -2.444 -0.591 1.678  0.3269
H: -0.750 -0.105 -2.134  0.3827
H: -2.227 1.986 1.388  0.4194
H: -3.390 4.199 1.154  0.4167
H: 0.736 -0.669 -0.540  0.1110
H: 2.229 -1.783 1.130  0.1484
H: 5.374 -3.005 0.061  0.3011
H: -3.958 1.822 1.343  0.3213
H: -5.038 1.196 -0.878  0.4248
H: -4.301 -0.306 -1.430  0.4003
H: -4.591 -0.037 0.285  0.3753
H: -2.768 1.778 -1.324  0.4679
H: -4.194 3.583 -0.310  0.3264

Output
Net charge   0
Frontier orbital gap   10.450 eV
E_LUMO   0.696 eV
SMILES   CC[C@H](C)[C@@H]1CCC(=O)N1.C[C@@H]1COC(=O)O1
ΔE to the lowest compared entry with this formula, charge and spin   8.7 kcal/mol
Max |F|   3.66 eV/A

=====

This record from the Open Molecules 2025 dataset describes C9H3F9N3O10RhS2 as an isolated structure. The level of theory is wB97M-V/def2-TZVPD.

Last column: Mulliken charge in e.
Cartesian coordinates (Å):
Rh: 0.225 0.124 0.503  1.0306
S: -0.575 -2.682 1.848  0.8683
S: -0.757 -0.411 3.493  1.1649
F: -0.515 4.604 0.867  -0.2370
F: -3.365 -0.311 3.764  -0.2218
F: -2.312 -4.458 2.608  -0.1913
F: -2.417 1.590 3.339  -0.2162
F: 0.036 4.440 -1.225  -0.2457
F: -2.616 0.106 1.769  -0.2047
F: -2.046 4.334 -0.638  -0.2441
F: -3.164 -2.795 1.511  -0.2002
F: -2.032 -4.318 0.463  -0.1937
O: -1.577 1.715 -0.516  -0.6654
O: 2.161 -0.086 0.574  -0.4296
O: -0.576 -1.806 0.648  -0.8804
O: 0.450 2.088 0.353  -0.5682
O: -0.514 -0.159 4.863  -0.5940
O: 3.056 -0.055 -5.230  -0.5673
O: 3.954 -0.368 -0.722  -0.7559
O: 0.132 0.300 2.548  -0.5735
O: 0.488 -3.616 1.944  -0.5523
O: 4.358 -0.304 -3.449  -0.5081
N: -0.896 -1.925 3.172  -0.4621
N: -0.116 0.290 -2.552  -0.4190
N: 0.584 0.128 -1.433  0.6395
C: 2.767 -0.177 -0.590  1.2318
C: -0.810 4.002 -0.282  0.7775
C: -2.407 0.291 3.082  0.7203
C: 0.706 0.228 -3.616  -0.3106
C: -2.134 -3.630 1.593  0.6234
C: 1.850 -0.036 -1.758  -0.5303
C: 1.990 0.017 -3.152  0.2096
C: -0.671 2.469 -0.151  0.9361
C: 3.187 -0.107 -4.038  0.4257
H: 4.302 -0.327 -2.465  0.4248
H: -1.103 0.499 -2.495  0.1768
H: 0.356 0.344 -4.628  0.5420

Output
Net charge   0
Frontier orbital gap   8.850 eV
E_LUMO   -2.412 eV
ΔE to the lowest compared entry with this formula, charge and spin   12.6 kcal/mol
Max |F|   1.18 eV/A

=====

This record from the Open Molecules 2025 dataset describes C32H26F16N3O4Ti as an isolated structure. The level of theory is wB97M-V/def2-TZVPD.

Last column: Mulliken charge in e.
Cartesian coordinates (Å):
Ti: -0.001 0.152 -1.245  -0.3750
F: -0.333 -4.033 -1.302  -0.0642
F: 3.034 2.493 -3.183  -0.3717
F: 1.034 -3.745 -2.925  -0.2884
F: 1.114 4.744 -0.530  -0.2576
F: 1.083 4.163 -2.594  -0.2507
F: -3.037 -4.061 -3.135  -0.3600
F: 3.533 -1.255 -0.694  -0.1360
F: 1.650 -4.890 -1.211  -0.3008
F: 3.566 -3.361 -0.282  -0.3174
F: -4.664 -4.064 1.281  -0.3715
F: 3.994 1.511 -1.523  -0.3073
F: 3.392 -2.647 -2.327  -0.3090
F: 2.265 0.624 -2.478  -0.1509
F: -1.592 -1.993 -2.641  -0.4745
F: -3.223 -2.031 1.869  -0.4352
F: 2.971 4.552 -1.623  -0.2889
O: 0.819 -1.480 -1.672  -0.7926
O: -2.494 0.950 -2.870  0.0648
O: -0.655 1.060 -4.146  -0.7722
O: 0.543 2.008 -1.197  0.0562
N: -1.680 -0.565 -0.182  2.2463
N: 1.380 0.063 0.486  1.1277
N: -2.307 2.322 -0.226  1.2132
C: 2.795 1.776 -2.063  0.7263
C: 0.282 -2.208 3.235  -1.1653
C: 4.509 4.253 2.894  -1.6014
C: 3.591 1.888 2.855  -1.1249
C: -0.107 -4.707 3.359  -1.7887
C: 1.070 -2.370 0.574  -1.4279
C: 1.749 3.997 -1.460  0.2243
C: 2.135 1.050 1.059  0.8190
C: -3.957 -4.119 -0.966  -0.8579
C: 0.651 -1.068 2.539  0.0649
C: -1.067 0.788 -3.036  0.4162
C: -2.115 0.176 1.010  -1.9179
C: 2.848 0.877 2.272  -0.8618
C: -1.763 1.646 0.941  -0.9607
C: -3.199 -2.389 0.557  -0.2666
C: 3.704 3.137 2.268  0.2782
C: 0.953 -3.797 -1.598  0.1903
C: 1.428 -2.453 -0.929  2.1616
C: -2.398 -1.704 -0.397  0.6576
C: 0.715 -3.501 1.301  -0.5278
C: 1.794 2.497 -1.025  1.6304
C: -3.192 1.372 -4.020  -0.9936
C: 3.085 3.297 1.033  -0.7635
C: -1.987 3.726 -0.184  -1.1068
C: -3.713 2.090 -0.447  -1.2274
C: -2.392 -2.393 -1.641  -0.8407
C: 1.064 -1.099 1.204  -0.0368
C: -3.135 -3.521 -1.897  0.6414
C: 2.338 2.307 0.404  -0.8649
C: -3.944 -3.518 0.266  0.3128
C: 2.998 -2.411 -1.060  0.3549
C: 0.316 -3.453 2.630  0.9126
H: -0.956 -5.188 2.866  0.3225
H: -3.200 0.118 1.106  0.9797
H: -4.333 2.386 0.425  0.3197
H: -4.037 2.680 -1.308  0.3109
H: -1.704 -0.226 1.934  0.3400
H: -0.407 -4.478 4.384  0.3906
H: -2.147 2.096 1.880  0.4599
H: 4.108 1.687 3.792  0.2854
H: -2.660 2.159 -4.555  0.3089
H: -3.900 1.044 -0.687  0.1555
H: -4.524 -5.015 -1.177  0.4741
H: -0.920 3.849 -0.001  0.1221
H: 4.583 4.121 3.976  0.3895
H: 2.818 -0.091 2.751  0.4081
H: -3.345 0.539 -4.715  0.2682
H: -2.224 4.204 -1.140  0.2239
H: 0.595 -0.104 3.029  0.5750
H: 4.048 5.228 2.711  0.3692
H: -4.164 1.738 -3.681  0.2016
H: 0.740 -4.471 0.821  0.5092
H: -0.059 -2.118 4.263  0.1856
H: -0.679 1.796 0.933  -0.1542
H: 5.532 4.303 2.502  0.2656
H: 0.703 -5.441 3.404  0.3539
H: 3.225 4.248 0.537  0.4568
H: -2.542 4.253 0.619  0.3379

Output
Net charge   -2
Frontier orbital gap (alpha / beta)   5.592 / 6.290 eV
Expectation value of S²   0.752
E_LUMO (alpha / beta)   4.554 / 4.554 eV
ΔE to the lowest compared entry with this formula, charge and spin   25.9 kcal/mol
2S+1   2
Max |F|   1.48 eV/A

=====

This record from the Open Molecules 2025 dataset describes C3HLiO2 as an isolated structure. The level of theory is wB97M-V/def2-TZVPD.

Last column: Mulliken charge in e.
Cartesian coordinates (Å):
O: -1.191 1.148 -1.488  -0.2393
O: 2.214 -0.086 0.209  -0.0664
C: -1.244 -0.470 0.231  -0.9787
C: -1.512 0.219 -0.866  0.8924
C: 3.126 -0.623 -0.193  0.0814
Li: 0.558 0.761 1.199  0.9531
H: -1.951 -0.949 0.909  0.3576

Output
Net charge   +1
Frontier orbital gap (alpha / beta)   10.383 / 8.262 eV
Expectation value of S²   0.760
E_LUMO (alpha / beta)   -4.909 / -6.925 eV
ΔE to the lowest compared entry with this formula, charge and spin   10.2 kcal/mol
2S+1   2
Max |F|   3.27 eV/A

=====

This record from the Open Molecules 2025 dataset describes a 3-piece molecular cluster, C15H26N4O5SSi overall. The level of theory is wB97M-V/def2-TZVPD.

Last column: Mulliken charge in e.
Cartesian coordinates (Å):
S: 3.797 3.226 -1.677  0.1749
Si: -1.942 -0.868 -0.169  0.3446
O: 2.546 -1.503 -1.101  -0.4204
O: -4.374 2.635 0.296  -0.5008
O: 3.831 1.897 3.660  -0.5352
O: -3.906 2.797 -1.851  -0.4798
O: 4.859 0.156 2.783  -0.5287
N: 2.602 4.237 -0.844  -0.4751
N: -4.668 2.876 -0.881  0.8420
N: 3.126 1.612 -1.882  -0.2936
N: 4.265 1.238 2.707  0.8862
C: 0.729 0.385 -1.133  0.2396
C: 3.147 -3.705 0.121  -0.5054
C: 2.580 -4.547 1.450  -0.8430
C: -2.247 -1.920 -1.752  -0.9534
C: -1.053 2.089 0.216  -0.0574
C: -3.701 -0.158 0.345  -0.9142
C: 1.483 3.238 -0.634  0.3528
C: 1.312 -1.001 -1.778  -0.6216
C: -0.711 0.596 -0.381  0.8331
C: 1.737 1.716 -1.220  -0.0873
C: -6.066 3.302 -1.159  -0.7809
C: 2.195 -2.336 0.060  0.1428
C: -1.356 -1.907 1.374  -0.8407
C: 0.016 3.368 0.091  -0.6987
C: 4.055 1.794 1.343  -0.4587
H: -1.439 -2.788 -1.772  0.3174
H: 5.039 1.942 0.893  0.2724
H: 3.017 -4.386 -0.839  0.2611
H: 1.089 -2.724 0.063  -0.1246
H: 1.667 -0.730 -2.886  0.3084
H: -0.200 -1.746 1.527  0.1761
H: -6.622 3.329 -0.219  0.3237
H: 1.412 -4.645 1.271  0.2258
H: 2.371 -1.730 1.056  0.1914
H: 3.523 2.744 1.427  0.3746
H: -3.629 0.839 0.953  0.2291
H: -2.298 -1.310 -2.755  0.2921
H: -3.293 -2.472 -1.601  0.3196
H: 3.124 -5.574 1.589  0.3116
H: 3.465 1.070 0.779  0.0489
H: -0.273 4.402 0.562  0.2804
H: 2.746 -3.825 2.386  0.2342
H: -4.262 -1.015 0.956  0.3075
H: 0.538 -1.870 -1.897  0.1612
H: 4.272 -3.436 0.304  0.2822
H: -1.920 -1.458 2.325  0.3343
H: -6.024 4.296 -1.610  0.2901
H: -1.656 -3.024 1.192  0.2520
H: -2.049 2.332 0.797  0.0471
H: -6.503 2.573 -1.845  0.2928
H: -4.352 -0.012 -0.639  0.1694

Output
Net charge   0
Frontier orbital gap   6.771 eV
E_LUMO   -1.622 eV
SMILES   CCCOCc1c([Si](C)(C)C)ccc2nsnc12.C[N+](=O)[O-].C[N+](=O)[O-]
Max |F|   7.06 eV/A